Computed, not measured: 2 unconnected molecules or ions with the total composition C2H2ClN at a distorted geometry, with wB97M-V/def2-TZVPD.

```
! wB97M-V def2-TZVPD RIJCOSX def2/J DEFGRID3
* xyz 0 1
Cl 2.301 -0.931 2.427
N 0.518 1.010 -0.473
C -0.676 0.669 -0.983
C 0.161 -0.264 -0.232
H -1.542 1.147 -1.375
H 1.704 -0.618 1.335
*
```

Properties
SMILES string: C1=CN=1.Cl
Energy relative to the best compared isomer or geometry (same formula, charge and spin) in eV: 3.386
E_tot in Ha: -592.2042
Kohn-Sham gap in eV: 9.9